{
  "formula": "C25H35Cl2N4O3SeSr",
  "method": "wB97M-V/def2-TZVPD",
  "elements": ["O", "C", "C", "C", "H", "C", "H", "C", "H", "C", "H", "C", "H", "H", "C", "C", "H", "H", "H", "C", "C", "H", "H", "H", "H", "Sr", "Cl", "Cl", "H", "H", "C", "C", "N", "H", "C", "O", "H", "H", "H", "H", "H", "H", "C", "C", "N", "H", "C", "O", "H", "H", "H", "H", "C", "N", "C", "Se", "N", "C", "C", "C", "C", "C", "C", "H", "H", "H", "H", "H", "H", "H", "H"],
  "coordinates": [[-0.21767, -0.71079, -4.55021], [-0.84438, 0.34284, -4.66464], [-0.28495, 1.69264, -4.79351], [0.09612, 2.36367, -3.61322], [-0.10002, 1.94305, -2.62446], [0.63568, 3.63568, -3.68364], [0.99512, 4.08899, -2.74686], [0.71979, 4.26207, -4.93345], [1.19465, 5.23413, -4.94988], [0.14762, 3.68746, -6.08201], [0.21435, 4.21901, -7.03563], [-0.43276, 2.41622, -5.99389], [-1.05172, 2.00028, -6.79767], [-1.94717, 0.35228, -4.45307], [-2.70192, -1.22738, -2.07245], [-2.58333, -0.02169, -1.21765], [-3.38315, -1.08329, -2.94278], [-3.05626, -2.14234, -1.55371], [-1.69796, -1.44096, -2.50138], [-2.79009, 1.27084, -1.45948], [-4.06592, 1.84113, -0.87187], [-2.13027, 2.01162, -1.96873], [-4.63164, 2.43850, -1.58723], [-3.95399, 2.41915, 0.05471], [-4.66390, 0.96842, -0.56406], [-0.95612, -0.31659, 0.38303], [0.10994, 2.35129, 0.14949], [-3.12357, -0.02693, 2.10691], [4.28209, 1.10790, -2.97811], [4.10693, 1.36614, -0.62161], [3.18976, 1.23085, -2.99246], [3.10899, 0.92283, -0.51548], [2.61092, 0.56748, -1.83805], [2.75641, 0.76314, -3.88233], [1.65522, -0.34809, -1.97791], [1.04910, -0.86041, -1.01227], [3.15322, 0.04709, 0.14697], [1.43181, -0.65268, -3.00845], [2.94849, 2.30353, -2.99519], [2.45253, 1.67243, -0.03834], [0.19230, -6.27806, 0.42888], [1.45566, -6.04584, -1.46277], [-0.52262, -5.47001, 0.22012], [0.83201, -5.25931, -1.90621], [0.09403, -4.62593, -0.80921], [-0.71653, -4.85740, 1.11775], [-0.30644, -3.35228, -0.89128], [-1.03593, -2.79977, -0.03706], [1.44962, -4.48540, -2.38943], [0.08745, -2.79440, -1.75794], [-1.47170, -5.90816, -0.15415], [0.12755, -5.69844, -2.63561], [2.45315, -1.10421, 5.41041], [1.17163, -0.48846, 5.17152], [0.48634, -0.49352, 3.98336], [1.19311, -1.17173, 2.49742], [-0.66361, 0.19295, 4.24441], [-0.69690, 0.66209, 5.55980], [-1.52972, 1.58287, 6.22891], [-1.13024, 1.99448, 7.51642], [0.06482, 1.54283, 8.09830], [0.89794, 0.64922, 7.41735], [0.48292, 0.21760, 6.15723], [3.15186, -0.36411, 5.82259], [2.82709, -1.46684, 4.45125], [2.36060, -1.94652, 6.11168], [-1.46723, 0.29567, 3.59885], [-2.43848, 1.92091, 5.71355], [-1.76648, 2.68473, 8.06755], [0.33387, 1.90274, 9.08191], [1.84194, 0.27481, 7.82499]],
  "atomic_forces_ev_per_a": [[-0.607, 1.701, -0.676], [-0.473, -1.855, 1.544], [-0.383, 1.350, -0.128], [-0.068, -0.509, -0.188], [0.363, -0.260, -0.181], [0.035, 0.061, -0.338], [-0.304, -0.027, -0.596], [-0.053, -0.180, 0.299], [-0.036, 0.080, -0.361], [0.282, 0.011, 0.426], [-0.300, -0.143, 0.352], [0.405, -0.034, 0.471], [0.659, 0.044, 0.074], [0.348, -0.299, -0.460], [1.711, -0.792, -0.371], [-2.750, 0.806, -2.833], [0.349, 0.218, 0.661], [0.163, 0.386, -0.191], [-0.282, -0.940, -0.504], [-0.100, -0.286, 0.909], [-0.221, 0.045, 1.134], [-0.400, -0.084, -0.414], [0.067, 0.213, -0.272], [0.219, 0.287, -0.129], [0.089, 0.383, -0.239], [0.455, 0.431, 0.951], [0.098, 0.117, -0.033], [0.158, 0.069, 1.038], [-0.232, 0.005, -0.118], [-0.121, -0.245, -0.082], [-0.061, -0.164, 0.078], [-0.101, 0.523, 0.506], [0.312, -0.161, 0.007], [0.213, 0.250, -0.006], [-0.511, -0.241, 1.104], [0.953, 0.243, -1.118], [-0.063, 0.177, -0.342], [-0.012, 0.204, 0.031], [0.045, -0.319, 0.012], [0.114, -0.358, -0.206], [-0.321, 0.157, 0.173], [-0.007, 0.212, -0.338], [0.207, -0.038, -0.265], [-0.505, 0.365, 0.401], [-0.357, -0.401, 0.121], [0.088, -0.371, -0.499], [-0.796, 1.210, 1.018], [1.200, -1.265, -1.337], [-0.188, -0.468, 0.093], [-0.144, -0.176, 0.260], [0.432, 0.226, 0.278], [0.408, 0.060, 0.161], [0.205, -0.047, 0.033], [0.129, -0.132, 0.775], [-0.617, 1.070, 2.138], [0.213, -0.675, -1.208], [-0.377, 0.028, 0.023], [0.207, 0.575, 0.093], [0.246, -0.617, -0.187], [-0.256, -0.286, -0.722], [-0.105, -0.319, -0.485], [-0.092, -0.233, 0.003], [0.233, 0.365, -0.323], [-0.133, -0.153, -0.091], [0.019, 0.033, 0.208], [-0.014, 0.219, -0.164], [0.088, -0.224, -0.323], [0.414, 0.028, 0.481], [0.164, -0.113, -0.136], [0.068, -0.044, 0.008], [-0.368, 0.301, -0.002]],
  "energy_ev": -129824.5727,
  "lumo_ha": [0.0840, 0.0840],
  "e_homo_ev": [-1.17, -1.17],
  "total_charge": -1
}

{
  "formula": "C25H35Cl5N6NiO",
  "method": "wB97M-V/def2-TZVPD",
  "elements": ["Ni", "Cl", "C", "C", "C", "Cl", "C", "Cl", "C", "Cl", "C", "Cl", "C", "N", "C", "C", "N", "C", "C", "C", "C", "C", "C", "N", "C", "N", "C", "C", "N", "C", "C", "N", "C", "C", "H", "H", "H", "H", "H", "H", "H", "H", "H", "H", "H", "H", "H", "H", "H", "H", "H", "H", "H", "H", "H", "H", "H", "H", "H", "H", "H", "H", "C", "C", "C", "O", "H", "H", "H", "H", "H", "H", "H"],
  "coordinates": [[-0.60559, 0.28508, 0.88329], [-2.29620, 1.63146, 2.44208], [-3.08232, 1.42941, 0.88147], [-2.28589, 0.84178, -0.09206], [-2.94684, 0.56726, -1.27915], [-2.10730, -0.28250, -2.55648], [-4.28613, 0.90569, -1.50449], [-5.04323, 0.55937, -3.01473], [-5.02338, 1.52474, -0.49524], [-6.67306, 1.95067, -0.74222], [-4.41505, 1.78011, 0.73172], [-5.29960, 2.50093, 2.02228], [-1.19282, -4.39316, 1.12573], [-1.17296, -3.00385, 0.68321], [-2.14300, -2.13172, 1.33128], [-0.23204, -2.54383, -0.19405], [-0.04342, -1.26826, -0.38797], [0.81985, -0.77020, -1.40522], [1.11109, -1.42725, -2.60372], [2.06631, -0.94757, -3.48965], [2.76390, 0.21198, -3.18475], [2.40091, 0.93689, -2.06107], [1.36801, 0.51594, -1.22194], [0.89985, 1.32852, -0.17001], [0.84467, 2.62847, -0.29422], [0.94630, 3.42002, 0.82221], [-0.05722, 4.46371, 1.04721], [1.47857, 2.82495, 2.05188], [0.67143, 3.31558, -1.46115], [1.31646, 4.59228, -1.71378], [0.03006, 2.72189, -2.61846], [0.47420, -3.54668, -0.84994], [1.92367, -3.56550, -0.90433], [-0.22372, -4.55943, -1.60761], [-1.37839, -4.41449, 2.19952], [-0.23550, -4.86809, 0.94000], [-1.97982, -4.96993, 0.63237], [-3.06055, -2.01188, 0.75092], [-1.66876, -1.17574, 1.47590], [-2.37638, -2.52070, 2.31950], [0.57594, -2.33507, -2.84853], [2.27282, -1.49187, -4.40352], [3.56120, 0.56531, -3.82789], [2.89567, 1.87565, -1.83372], [-0.46022, 4.81452, 0.10047], [0.39989, 5.30672, 1.56783], [-0.88174, 4.08323, 1.65733], [2.42784, 2.33578, 1.83973], [0.81701, 2.08460, 2.50369], [1.65325, 3.63892, 2.75736], [1.83354, 4.93675, -0.82459], [0.58211, 5.34465, -2.01313], [2.04031, 4.48403, -2.52836], [-0.58046, 1.88035, -2.31417], [0.74976, 2.37961, -3.36609], [-0.61729, 3.47529, -3.07329], [2.33641, -2.63173, -0.53566], [2.26571, -3.69561, -1.93542], [2.32633, -4.38593, -0.29908], [-1.29386, -4.35345, -1.61374], [-0.06782, -5.56941, -1.21050], [0.12771, -4.55291, -2.64611], [1.69597, -0.24221, 4.33339], [1.50757, -0.55564, 2.85943], [1.67251, -2.04887, 2.61757], [0.25495, -0.08501, 2.46477], [2.67174, -0.58257, 4.69533], [0.91046, -0.73677, 4.91246], [1.61606, 0.83372, 4.50333], [2.31456, -0.04137, 2.30637], [0.92140, -2.59842, 3.19847], [2.66834, -2.40657, 2.90241], [1.51624, -2.26167, 1.56558]],
  "atomic_forces_ev_per_a": [[-0.273, 0.410, 0.051], [-0.064, 0.051, -0.143], [0.111, 0.064, 0.081], [0.379, -0.299, 0.344], [0.030, -0.081, -0.237], [-0.111, 0.124, 0.066], [0.032, 0.042, 0.033], [-0.011, 0.015, 0.041], [0.035, -0.034, -0.030], [0.029, -0.008, -0.026], [0.018, 0.050, 0.011], [0.031, -0.015, -0.036], [0.059, 0.167, 0.067], [-0.074, -0.094, -0.012], [0.130, -0.359, -0.266], [-0.131, -0.068, -0.210], [0.197, 0.079, 0.022], [-0.155, -0.112, 0.161], [-0.034, 0.068, -0.088], [-0.084, -0.013, 0.044], [-0.002, 0.007, 0.068], [0.028, 0.033, -0.111], [-0.131, 0.235, 0.163], [0.391, -0.132, -0.090], [0.079, 0.176, 0.161], [-0.273, -0.157, 0.265], [0.190, -0.069, -0.056], [0.025, 0.192, -0.148], [0.050, 0.007, -0.241], [-0.071, -0.098, -0.002], [-0.042, 0.117, 0.054], [0.111, 0.013, 0.191], [-0.085, -0.120, 0.016], [0.018, -0.049, 0.001], [-0.001, 0.014, -0.002], [0.019, -0.001, 0.004], [0.000, 0.003, -0.003], [0.036, -0.006, -0.036], [-0.296, 0.171, 0.312], [-0.025, -0.095, -0.023], [0.054, 0.074, 0.003], [-0.013, 0.012, 0.043], [-0.042, -0.005, 0.026], [-0.012, -0.049, -0.027], [-0.007, -0.028, 0.052], [0.001, 0.000, -0.016], [0.017, -0.025, 0.011], [-0.019, -0.004, -0.038], [-0.109, 0.020, -0.069], [0.033, -0.012, -0.027], [0.032, -0.006, 0.016], [-0.001, 0.011, 0.007], [0.000, 0.000, -0.009], [-0.030, -0.088, 0.025], [0.021, 0.011, -0.002], [-0.021, -0.008, -0.002], [-0.002, 0.013, 0.053], [0.005, 0.013, 0.042], [-0.053, -0.017, -0.013], [0.052, -0.002, 0.002], [0.012, 0.024, -0.012], [-0.007, 0.008, 0.000], [-0.013, 0.106, 0.190], [0.009, 0.156, -0.268], [-0.107, -0.150, 0.097], [0.149, -0.314, -0.202], [-0.081, 0.021, -0.031], [0.049, 0.028, -0.003], [0.003, -0.035, 0.034], [-0.064, 0.029, -0.093], [0.070, 0.019, -0.061], [-0.088, 0.066, -0.004], [0.026, -0.096, -0.117]],
  "relative_energy_ev": 1.7860,
  "energy_ev": -141134.9442,
  "lumo_ha": [0.0140, 0.0145],
  "e_homo_ev": [-7.50, -7.50],
  "total_charge": 0
}

{
  "formula": "C25H35ClN4O3PdSe",
  "method": "wB97M-V/def2-TZVPD",
  "elements": ["Pd", "C", "C", "C", "C", "N", "C", "Se", "N", "C", "C", "C", "C", "C", "C", "C", "C", "C", "C", "H", "H", "H", "H", "H", "H", "H", "H", "H", "H", "H", "H", "H", "H", "H", "H", "H", "H", "H", "H", "H", "H", "C", "N", "C", "N", "O", "H", "H", "H", "H", "H", "H", "Cl", "C", "C", "O", "O", "H", "H", "C", "C", "C", "C", "C", "C", "H", "H", "H", "H", "H"],
  "coordinates": [[0.89014, 1.50822, -1.57708], [-4.20622, 0.76300, 1.15024], [-4.38610, 1.05469, -0.33633], [-3.79365, 0.01890, -1.28969], [-2.27246, -0.00563, -1.35359], [-1.65126, -0.40081, -0.09664], [-0.87520, 0.36285, 0.70148], [-0.46947, 2.17026, 0.45104], [-0.46919, -0.39569, 1.74577], [0.34404, 0.05159, 2.86774], [-0.38721, -0.05907, 4.20358], [-1.76294, 0.59870, 4.23102], [-1.72268, 2.10779, 4.03759], [-0.92771, -1.69072, 1.57239], [-0.72245, -2.85351, 2.30114], [-1.29148, -4.01367, 1.80397], [-2.02789, -4.01604, 0.61763], [-2.22925, -2.85701, -0.11331], [-1.67252, -1.69170, 0.39198], [-4.87860, 1.38163, 1.74400], [-3.19373, 0.97371, 1.49430], [-4.42859, -0.28161, 1.38187], [-3.96609, 2.03648, -0.57249], [-5.45462, 1.12516, -0.55505], [-4.12531, 0.24884, -2.30596], [-4.19062, -0.97415, -1.05948], [-1.90921, 1.00141, -1.58013], [-1.88980, -0.68305, -2.12039], [0.62860, 1.07919, 2.64176], [1.25899, -0.54689, 2.87540], [0.26167, 0.40551, 4.95173], [-0.47841, -1.10664, 4.49526], [-2.23347, 0.36006, 5.18769], [-2.39988, 0.14082, 3.46721], [-1.08161, 2.57825, 4.78502], [-2.71608, 2.54431, 4.13452], [-1.33947, 2.38470, 3.05433], [-0.13311, -2.86505, 3.20530], [-1.15571, -4.94109, 2.34210], [-2.44658, -4.94525, 0.25803], [-2.78048, -2.86707, -1.04172], [1.77049, -3.44527, -0.84442], [2.11962, -2.79245, -2.08271], [1.58458, -1.59772, -2.45724], [1.99503, -1.11064, -3.64737], [0.73837, -1.02221, -1.75405], [2.59887, -3.42859, -0.13141], [1.47278, -4.48008, -1.01770], [0.92820, -2.91589, -0.41131], [2.83973, -3.19461, -2.65679], [2.80361, -1.50583, -4.09434], [1.74803, -0.15055, -3.89144], [2.23082, 2.80819, -6.68398], [2.06388, 3.63566, -5.11515], [1.40203, 2.81850, -4.01031], [0.97810, 3.50444, -3.06431], [1.38558, 1.56877, -4.06917], [1.50848, 4.55464, -5.27586], [3.06898, 3.88708, -4.77772], [5.19579, 1.30170, 0.18696], [4.80151, 2.37716, -0.59456], [3.49644, 2.47812, -1.05862], [2.59166, 1.47124, -0.73195], [2.96389, 0.39701, 0.07012], [4.27608, 0.31993, 0.52132], [6.21600, 1.23101, 0.53792], [5.51486, 3.15239, -0.84667], [3.17282, 3.32382, -1.65415], [2.24062, -0.37037, 0.32364], [4.57871, -0.51688, 1.13903]],
  "atomic_forces_ev_per_a": [[-0.439, 0.237, 0.014], [0.011, -0.017, 0.070], [-0.063, 0.064, -0.070], [0.017, -0.010, -0.149], [0.102, 0.208, -0.004], [0.234, 0.001, 0.022], [-0.123, 0.182, 0.069], [0.248, -0.207, -0.297], [0.075, 0.018, -0.145], [0.104, 0.039, -0.033], [0.067, 0.039, 0.048], [-0.039, -0.058, 0.011], [0.011, 0.052, -0.008], [-0.126, -0.142, -0.158], [0.014, 0.023, -0.054], [0.011, -0.034, 0.012], [-0.039, 0.014, -0.044], [0.026, -0.004, 0.053], [0.087, -0.142, 0.151], [-0.017, 0.025, 0.025], [-0.056, 0.035, -0.023], [-0.022, -0.030, -0.012], [0.021, 0.006, 0.016], [0.001, -0.019, 0.022], [-0.027, -0.024, 0.008], [0.029, -0.004, 0.066], [-0.019, -0.155, 0.013], [-0.073, 0.034, 0.000], [-0.017, -0.045, 0.055], [-0.012, 0.020, 0.037], [-0.016, 0.012, 0.015], [-0.029, -0.022, -0.027], [0.012, 0.020, 0.013], [0.013, 0.000, 0.019], [0.028, 0.010, 0.043], [-0.049, -0.007, -0.001], [-0.014, -0.014, 0.048], [0.023, 0.008, 0.036], [0.009, -0.027, 0.018], [-0.009, -0.032, -0.010], [-0.023, 0.005, -0.029], [0.059, -0.054, 0.081], [0.066, -0.069, 0.000], [-0.140, 0.107, -0.022], [0.080, 0.003, -0.039], [0.007, -0.046, -0.071], [-0.015, -0.010, 0.005], [0.017, -0.011, -0.007], [-0.073, 0.046, 0.039], [-0.051, -0.008, 0.023], [-0.034, 0.024, -0.017], [0.030, -0.038, 0.024], [0.002, -0.061, -0.032], [-0.020, 0.000, -0.094], [0.096, 0.258, -0.246], [0.056, 0.182, 0.285], [0.088, -0.304, 0.178], [0.000, -0.047, 0.017], [-0.040, 0.012, 0.004], [0.005, -0.009, 0.003], [0.055, 0.120, -0.050], [-0.258, -0.181, 0.114], [0.216, -0.024, 0.070], [-0.134, 0.176, -0.107], [-0.018, -0.088, 0.049], [0.032, 0.007, 0.021], [0.001, -0.004, -0.001], [0.008, -0.025, -0.020], [0.026, 0.006, -0.042], [0.008, -0.019, 0.013]],
  "relative_energy_ev": 0.9503,
  "energy_ev": -119946.6453,
  "lumo_ha": [-0.0019, -0.0019],
  "e_homo_ev": [-7.46, -7.46],
  "total_charge": 0
}